# 1
C20H50F4NO23P5S | ωB97M-V with the def2-TZVPD basis set

Cartesian coordinates (Å):
N  10.901  2.714  2.924
P  10.764  2.662  1.377
O  10.990  4.137  0.823
O  11.931  1.671  0.844
C  9.077  1.978  0.999
O  8.169  3.057  0.725
S  6.688  2.518  1.055
O  6.543  2.262  2.454
O  5.705  3.448  0.615
C  6.448  1.005  0.076
C  5.290  0.210  0.703
C  3.907  0.661  0.213
O  3.253  1.425  1.209
C  2.015  1.913  0.753
C  1.955  3.461  0.839
F  0.827  3.865  1.452
F  2.007  4.015  -0.386
F  2.974  3.916  1.569
C  7.746  0.140  -0.047
O  7.819  -0.686  1.102
C  8.995  1.022  -0.202
F  8.753  1.777  -1.348
H  10.044  2.405  3.368
H  11.427  4.163  -0.042
H  11.845  0.916  1.442
H  8.777  1.421  1.894
H  6.169  1.262  -0.946
H  5.361  0.217  1.791
H  5.386  -0.838  0.405
H  4.009  1.274  -0.698
H  3.302  -0.207  -0.087
H  1.850  1.649  -0.295
H  1.176  1.526  1.339
H  7.695  -0.517  -0.924
H  8.204  -1.539  0.888
H  9.906  0.451  -0.391
C  -2.039  3.274  2.443
O  -1.828  2.008  3.089
P  -2.321  0.650  2.273
O  -1.646  0.892  0.963
O  -3.876  1.207  2.297
C  -4.511  1.481  3.552
O  -2.890  -0.874  1.863
C  -3.814  -1.571  2.710
H  -1.074  3.725  2.243
H  -2.600  3.192  1.517
H  -2.594  3.916  3.127
H  -4.895  2.500  3.531
H  -3.821  1.387  4.392
H  -5.342  0.790  3.694
H  -4.833  -1.244  2.505
H  -3.577  -1.417  3.762
H  -3.743  -2.632  2.479
C  -6.631  4.737  -0.635
O  -5.361  4.527  -1.249
P  -4.122  5.570  -0.814
O  -4.277  5.375  0.661
O  -4.974  6.855  -1.406
C  -5.300  6.899  -2.801
O  -2.762  6.532  -0.624
C  -2.201  7.228  -1.752
H  -6.866  3.864  -0.029
H  -6.657  5.628  -0.014
H  -7.378  4.836  -1.426
H  -6.375  7.046  -2.902
H  -5.026  5.977  -3.317
H  -4.781  7.736  -3.266
H  -2.717  8.178  -1.890
H  -2.265  6.633  -2.662
H  -1.152  7.424  -1.541
C  -2.027  -4.961  0.788
O  -1.747  -6.116  1.581
P  -2.292  -7.568  0.999
O  -1.729  -7.584  -0.369
O  -3.870  -7.103  1.049
C  -4.422  -6.601  2.271
O  -2.688  -9.177  1.129
C  -3.468  -9.638  2.245
H  -1.086  -4.536  0.443
H  -2.660  -5.178  -0.069
H  -2.533  -4.228  1.419
H  -4.879  -5.631  2.072
H  -3.664  -6.477  3.046
H  -5.190  -7.288  2.629
H  -4.529  -9.507  2.030
H  -3.206  -9.114  3.163
H  -3.265  -10.698  2.383
C  -3.537  -5.751  -5.625
O  -2.522  -5.280  -4.743
P  -2.994  -4.217  -3.536
O  -4.106  -5.093  -3.044
O  -3.515  -3.085  -4.618
C  -2.570  -2.485  -5.513
O  -3.238  -3.148  -2.261
C  -2.527  -1.893  -2.238
H  -3.633  -6.827  -5.491
H  -4.499  -5.277  -5.453
H  -3.220  -5.545  -6.650
H  -2.935  -2.599  -6.533
H  -1.585  -2.948  -5.443
H  -2.481  -1.422  -5.283
H  -3.050  -1.145  -2.835
H  -1.508  -2.017  -2.603
H  -2.480  -1.546  -1.207

Output
* frontier orbital gap: 7.0925 eV
* HOMO level: -9.2484 eV
* total charge: 0
* SMILES: N=P(O)(O)[C@H]1OS(=O)(=O)[C@H](CCOCC(F)(F)F)[C@H](O)[C@H]1F.COP(=O)(OC)OC.COP(=O)(OC)OC.COP(=O)(OC)OC.COP(=O)(OC)OC

=====

# 2
C5H8N2O | ωB97M-V with the def2-TZVPD basis set

Cartesian coordinates (Å):
C  1.702  1.860  0.136
C  -0.804  -3.181  -0.898
C  0.531  1.880  -0.554
C  -0.434  -0.117  0.746
C  -0.758  1.579  0.101
N  -0.875  -0.946  -0.214
N  0.127  -0.202  1.860
O  -0.474  -2.193  -0.148
H  2.630  2.072  -0.301
H  1.666  1.643  1.122
H  0.067  -3.902  -0.923
H  -1.630  -3.095  -1.604
H  0.599  2.014  -1.587
H  -1.519  1.474  -0.731
H  -1.077  2.282  0.858
H  0.248  -1.168  2.136

Output
* frontier orbital gap (spin up / spin down): 7.4108 / 8.0816 eV
* HOMO level (spin up / spin down): -8.5399 / -8.6806 eV
* total charge: 0

=====

# 3
C6H12N2 | ωB97M-V with the def2-TZVPD basis set

Cartesian coordinates (Å):
C  0.586  -2.509  1.654
C  1.658  0.901  0.678
C  0.916  -1.280  1.002
C  1.504  -1.136  -0.261
N  1.040  0.044  1.538
N  2.009  0.201  -0.391
H  1.828  1.939  0.785
H  2.432  0.489  -1.128
H  1.885  -1.995  -0.868
H  1.446  -3.180  1.930
H  -0.027  -3.215  1.037
H  0.109  -2.429  2.670
C  -1.355  1.627  -0.598
C  -2.543  1.519  -1.607
H  -1.146  0.642  -0.031
H  -0.415  1.746  -1.150
H  -1.452  2.388  0.216
H  -3.015  0.507  -1.336
H  -3.296  2.286  -1.496
H  -2.164  1.452  -2.643

Output
* frontier orbital gap (spin up / spin down): 10.3327 / 6.1975 eV
* HOMO level (spin up / spin down): -14.4374 / -14.4344 eV
* 2S+1: 2
* total charge: +1

=====

# 4
C5H6NPS | ωB97M-V with the def2-TZVPD basis set

Cartesian coordinates (Å):
C  -0.850  1.725  0.023
C  0.543  1.688  -0.266
C  -1.422  0.426  0.032
C  0.756  0.325  -0.245
C  -0.478  -1.838  -0.050
N  -0.374  -0.393  -0.074
P  2.357  -0.715  0.031
S  3.916  0.373  -0.005
H  -1.433  2.656  0.405
H  1.258  2.478  -0.146
H  -2.378  0.048  0.241
H  -1.487  -2.140  -0.475
H  0.409  -2.344  -0.458
H  -0.816  -2.289  0.988

Output
* frontier orbital gap: 7.4043 eV
* HOMO level: -8.5409 eV
* total charge: 0
* SMILES: Cn1cccc1P=S

=====

Q: Which formula does entry 3 have?
A: C6H12N2